Computed, not measured: a molecular structure, C11H32AlN2O5P2S2 in a non-equilibrium geometry, with ωB97M-V with the def2-TZVPD basis set.

Molar mass ... 425.45 g mol⁻¹
2S+1 ... 1
Total charge ... -1
LUMO level ... 1.96 eV
Highest occupied orbital energy ... -4.77 eV
DFT total energy ... -2645.70887 hartree
Gap between HOMO and LUMO ... 6.73 eV

XYZ file:
```
55
Properties=species:S:1:pos:R:3:lowdin_charge:R:1
N -1.3473 -1.7911 -1.2981 -0.024
C -0.7810 -0.9150 -0.2197 -0.262
C 0.4586 -1.6945 0.3711 -0.200
C 0.5892 -1.4891 1.9170 -0.236
C 1.7937 -2.3248 2.5067 -0.281
C 3.1634 -1.6240 2.2069 -0.313
Al 4.7559 -2.4030 3.1811 -0.148
S 4.6203 -1.8776 5.4303 0.289
P 6.8121 -1.6061 2.3426 0.138
S 7.9621 -3.0906 1.7397 -0.066
P 4.8288 -4.7718 3.1291 0.449
O 3.5411 -5.4049 3.6287 -0.415
O 6.0747 -5.1997 4.2070 -0.266
O 5.1324 -5.3914 1.5996 -0.253
H -2.3266 -1.9598 -1.1056 0.046
H -1.2244 -1.3581 -2.2040 0.042
H -0.4953 0.0501 -0.6993 0.088
H -1.5547 -0.7450 0.5622 0.104
H 1.3645 -1.3850 -0.1811 0.102
H 0.2371 -2.7690 0.2109 0.103
H 0.6828 -0.4070 2.1719 0.102
H -0.3167 -1.8616 2.4546 0.102
H 1.6827 -2.4819 3.5955 0.095
H 1.7732 -3.2901 1.9582 0.101
H 3.3537 -1.5777 1.1046 0.043
H 3.0554 -0.5547 2.5268 0.050
H 3.7464 -0.8248 5.4154 -0.248
H 7.4522 -0.7990 3.3407 -0.081
H 6.4931 -0.7923 1.1962 -0.085
H 6.1522 -6.1604 4.1959 0.041
H 5.7243 -4.7960 1.1188 -0.011
C -5.5386 1.9553 -3.8112 -0.112
O -4.8661 3.1727 -4.0763 -0.188
C -5.1142 4.2088 -3.1307 -0.210
C -3.9939 4.3574 -2.1034 -0.212
N -3.9535 3.2604 -1.1419 -0.054
C -2.6904 3.0699 -0.4254 -0.188
C -1.3427 3.0865 -1.1697 -0.212
O -1.0525 1.9365 -1.9484 -0.206
C -1.8342 1.7920 -3.1163 -0.095
H -5.5303 1.3623 -4.7253 0.090
H -5.0294 1.3680 -3.0431 0.064
H -6.5759 2.1245 -3.5111 0.088
H -6.0952 4.0934 -2.6595 0.119
H -5.1427 5.1327 -3.7142 0.119
H -4.1420 5.2949 -1.5569 0.121
H -3.0605 4.4463 -2.6672 0.094
H -4.1925 2.3929 -1.5970 0.062
H -2.7605 2.1163 0.1035 0.119
H -2.6339 3.8459 0.3488 0.115
H -0.5634 3.1036 -0.4043 0.124
H -1.1963 3.9957 -1.7625 0.110
H -1.9524 2.7345 -3.6558 0.087
H -2.8044 1.3658 -2.8591 0.066
H -1.3384 1.0795 -3.7766 0.091
```

Computed, not measured: a molecular structure, C7H13FNO2Yb in a non-equilibrium geometry, with ωB97M-V with the def2-TZVPD basis set.

Molar mass ... 335.22 g mol⁻¹
2S+1 ... 1
Total charge ... +1
LUMO level ... -6.77 eV
Highest occupied orbital energy ... -10.91 eV
DFT total energy ... -1737.92627 hartree
Gap between HOMO and LUMO ... 4.14 eV

XYZ file:
```
25
Properties=species:S:1:pos:R:3:lowdin_charge:R:1
C 1.6837 2.1151 0.4338 -0.071
N 2.0298 0.7042 0.6914 0.025
C 1.3692 -0.2664 -0.1090 -0.448
F 1.1901 0.1511 -1.4513 -0.010
C 0.0351 -0.7132 0.4236 -0.140
C -1.1902 0.1959 0.2143 -0.389
C -2.4056 -0.5296 0.8496 -0.051
C -1.5540 0.4941 -1.2454 -0.064
C 2.1734 -1.6331 -0.1284 -0.711
O 2.8009 -1.8502 -1.1579 0.029
O 1.9157 -2.3477 0.8475 -0.021
H 2.3854 2.5833 -0.2503 0.089
H 0.6933 2.2195 0.0020 0.060
H 1.6924 2.6644 1.3717 0.081
H 3.0158 0.5831 0.4927 0.133
H 0.1314 -0.8741 1.4907 0.146
H -0.1470 -1.7225 0.0227 0.033
H -1.0938 1.1304 0.7574 0.152
H -3.2842 0.1046 0.8389 0.105
H -2.6320 -1.4204 0.2292 0.000
H -2.1299 -0.8668 1.8418 0.108
H -1.8151 -0.4358 -1.7766 -0.009
H -2.4753 1.0748 -1.2520 0.107
H -0.8087 1.0503 -1.7974 0.098
Yb -1.5805 -2.4111 -1.3389 1.750
```

Computed, not measured: 2 unconnected molecules or ions with the total composition C2H7N3 in a non-equilibrium geometry, with ωB97M-V with the def2-TZVPD basis set.

Molar mass ... 73.10 g mol⁻¹
2S+1 ... 1
SMILES string ... [H]/N=C\N.C=N
Total charge ... 0
Relative energy (zero: lowest compared OMol25 entry of this formula, charge and spin) ... 61.5 kcal/mol
LUMO level ... 0.81 eV
Highest occupied orbital energy ... -8.99 eV
DFT total energy ... -244.57732 hartree
Gap between HOMO and LUMO ... 9.80 eV

XYZ file:
```
12
Properties=species:S:1:pos:R:3:lowdin_charge:R:1
C 1.1906 -2.8369 -1.4704 -0.155
N 0.2057 -2.4312 -0.7831 0.000
H 1.2488 -2.6558 -2.5559 0.061
H 2.0258 -3.3830 -1.0177 0.060
H 0.5191 -2.4057 0.2015 0.038
N -0.1937 1.3989 1.4435 0.041
C -1.1552 2.3546 1.0416 -0.382
N -1.9387 2.3692 0.0428 0.042
H -0.2028 0.4848 1.0006 0.062
H 0.7962 1.7162 1.3797 0.093
H -1.0008 3.2894 1.5569 0.093
H -1.4950 2.0993 -0.8393 0.046
```